Density functional theory data (ωB97M-V/def2-TZVPD) for one molecule with the formula C5H9N3O in a non-equilibrium geometry.

Summary:
Electronic energy = -435.27730 Ha
HOMO energy = -0.267 Eh
SMILES = C=C(N)C(=O)/C(N)=C/N
Kohn-Sham gap = 6.697 eV
LUMO energy = -0.58 eV
Energy relative to the best compared isomer or geometry (same formula, charge and spin) = 4.9093 eV

The geometry in ORCA input format:
```
! RIJCOSX wB97M-V def2-TZVPD def2/J DEFGRID3
* xyz 0 1
C 0.8796 1.8016 0.7163
C 0.1878 1.1799 -0.2582
N -0.5564 1.8605 -1.2207
C 0.9402 -0.2787 -0.8417
O 2.0162 -0.2695 -1.3874
C 0.0279 -1.2251 -0.3313
N -0.1625 -2.5289 -0.7790
C -0.8614 -0.5543 0.5531
N -0.7906 -0.6997 1.9142
H 0.9633 2.8823 0.7789
H 1.4059 1.2317 1.4722
H -0.4080 2.8631 -1.2399
H -0.4656 1.4717 -2.1521
H -0.3313 -2.7158 -1.7637
H 0.5154 -3.2203 -0.4840
H -1.8780 -0.3567 0.2149
H -1.5997 -0.5443 2.4968
H 0.1173 -0.8976 2.3116
*
```

Löwdin population analysis, charges in e, atoms 1 to 8: 0.054, -0.366, 0.077, -0.358, 0.047, -0.369, 0.058, -0.117



Density functional theory data (ωB97M-V/def2-TZVPD) for one molecule with the formula C19H21N3O4S in a non-equilibrium geometry.

Summary:
Electronic energy = -1600.03085 Ha
HOMO energy = -0.284 Eh
SMILES = CCn1cc(C(=O)NCc2csc(C)n2)c2cc(OC)c(OC)cc2c1=O
Kohn-Sham gap = 8.324 eV
LUMO energy = 0.60 eV
Energy relative to the best compared isomer or geometry (same formula, charge and spin) = 2.2418 eV

The geometry in ORCA input format:
```
! RIJCOSX wB97M-V def2-TZVPD def2/J DEFGRID3
* xyz 0 1
C 3.8154 4.5478 0.5546
C 3.4910 3.6600 -0.6556
N 2.4336 2.7181 -0.2818
C 2.7856 1.4139 0.0830
C 1.8027 0.4538 0.3738
C 2.2729 -0.8931 0.8481
O 3.1634 -0.9439 1.6823
N 1.8612 -2.0273 0.2073
C 2.0864 -3.4107 0.6741
C 0.9891 -4.2542 0.1395
C 0.9015 -5.6228 0.3637
S -0.5135 -6.2856 -0.4435
C -0.8433 -4.6453 -0.9797
C -2.0647 -4.3315 -1.7854
N -0.0580 -3.7000 -0.6217
C 0.3841 0.8073 0.3038
C -0.6309 -0.1286 0.5699
C -2.0041 0.1920 0.4044
O -2.9167 -0.7999 0.6222
C -3.9751 -0.4938 1.5424
C -2.3662 1.4878 -0.0715
O -3.6948 1.7278 -0.3312
C -4.0393 2.9687 -1.0057
C -1.3435 2.4310 -0.2730
C 0.0180 2.1173 -0.0825
C 1.0942 3.1022 -0.2515
O 0.8011 4.3027 -0.4907
H 3.0212 5.2757 0.7187
H 4.7490 5.0940 0.3541
H 3.9922 3.9334 1.4654
H 4.4032 3.1144 -0.9643
H 3.1757 4.3001 -1.5037
H 3.8372 1.1224 0.1838
H 1.1198 -1.9217 -0.4524
H 2.1170 -3.4809 1.7640
H 3.0387 -3.7519 0.2908
H 1.5560 -6.1891 1.0219
H -2.9187 -4.9857 -1.4898
H -2.3513 -3.2620 -1.6352
H -1.8509 -4.5321 -2.8433
H -0.4247 -1.1787 0.8712
H -3.7493 0.3994 2.1466
H -4.8785 -0.2210 0.9508
H -4.2430 -1.3594 2.1774
H -3.9753 3.7910 -0.3275
H -5.0627 2.9007 -1.3814
H -3.3909 3.1132 -1.8511
H -1.6150 3.4448 -0.5913
*
```

Löwdin population analysis, charges in e, atoms 1 to 8: -0.080, -0.190, -0.023, 0.045, -0.059, -0.460, 0.057, 0.072



Density functional theory data (ωB97M-V/def2-TZVPD) for C2H4LuO3 as an isolated structure in a non-equilibrium geometry.

Summary:
Expectation value of S² = 0.75
Electronic energy = -1539.09338 Ha
HOMO energy (spin up / spin down) = -0.667 / -0.715 Eh
Kohn-Sham gap (spin up / spin down) = 7.578 / 7.881 eV
LUMO energy (spin up / spin down) = -10.56 / -11.59 eV

The geometry in ORCA input format:
```
! RIJCOSX wB97M-V def2-TZVPD def2/J DEFGRID3
* xyz 2 2
O -1.1760 1.3644 0.1573
C -0.7593 0.2067 -0.2563
Lu 2.5309 0.5929 0.3289
O -1.6212 -0.6952 -0.6018
O 0.4366 0.0999 -0.5507
H -0.3959 1.9908 0.0400
C -1.5595 -1.9928 0.0079
H -1.2103 -1.9200 1.0428
H -2.5917 -2.3494 0.0244
H -0.9472 -2.6578 -0.6092
*
```

Löwdin population analysis, charges in e, atoms 1 to 8: 0.239, -0.630, 1.960, 0.080, -0.210, 0.172, 0.035, 0.114



Density functional theory data (ωB97M-V/def2-TZVPD) for a 2-piece molecular cluster, C5H12NO2 overall in a non-equilibrium geometry.

Summary:
Electronic energy = -402.89517 Ha
HOMO energy = -0.100 Eh
Kohn-Sham gap = 6.605 eV
LUMO energy = 3.88 eV
Energy relative to the best compared isomer or geometry (same formula, charge and spin) = 3.6540 eV

The geometry in ORCA input format:
```
! RIJCOSX wB97M-V def2-TZVPD def2/J DEFGRID3
* xyz -1 1
C -0.2863 -2.3495 -0.2998
O 0.8183 -2.6307 -1.0229
C -0.4293 -0.8106 -0.0441
C 0.4826 -0.4502 1.1611
C 0.1197 0.8217 1.8366
C 0.4306 2.0094 1.3336
N 0.1368 -0.0765 -1.2367
H -0.2341 -2.8388 0.7005
H -1.2554 -2.6834 -0.7223
H -1.4111 -0.3318 0.0439
H 0.5269 -1.2575 1.9140
H 1.5054 -0.3743 0.7852
H -0.3631 0.8386 2.8191
H 1.2177 2.2794 0.6450
H 0.0319 2.9419 1.7593
H 1.1322 -0.0971 -1.0557
H 0.0080 -0.5703 -2.1144
H -0.1521 1.5719 -1.7700
H -1.5760 1.7883 -2.4172
O -0.7025 2.2195 -2.3151
*
```

Löwdin population analysis, charges in e, atoms 1 to 8: -0.513, -0.350, -0.326, -0.202, -0.200, -0.032, -0.006, 0.070